1.
Here is a structure of composition C15H11AlCl2GaNO3S at a distorted geometry from OMol25. Energies are from wB97M-V/def2-TZVPD.

Summary:
HOMO energy (spin up / spin down), Eh: -0.8015 / -0.8022
HOMO-LUMO gap (spin up / spin down), eV: 5.024 / 6.192
Total charge: +4
Multiplicity: 1

Last column: Löwdin charge in e.
CARTESIAN COORDINATES (ANGSTROEM)
Al  -0.96  -0.51  -2.62  -0.35
Ga  0.87  -0.15  0.63  0.78
Cl  -2.46  -2.07  -2.57  0.41
Cl  -1.34  1.34  -1.65  0.44
C  1.22  1.68  0.62  -0.01
C  0.28  -1.95  -3.77  0.01
C  -0.06  0.57  -4.27  0.05
O  1.58  2.73  1.03  0.29
O  0.38  -2.71  -4.63  0.26
O  0.22  1.23  -5.18  0.29
N  -0.23  -1.39  1.52  -0.36
S  -1.41  -1.01  2.67  1.23
C  -0.74  -2.17  3.88  -0.31
C  -1.61  -2.57  4.91  0.01
C  -1.14  -3.39  5.92  0.10
C  0.21  -3.80  5.92  0.14
C  1.05  -3.39  4.87  0.05
C  0.57  -2.59  3.84  -0.02
C  -0.88  0.53  3.40  -0.42
C  0.46  0.80  3.69  -0.12
C  0.80  2.04  4.27  -0.02
C  -0.16  2.99  4.58  0.03
C  -1.50  2.71  4.26  0.02
C  -1.86  1.51  3.68  -0.04
H  -0.24  -2.36  1.24  0.06
H  -2.65  -2.21  4.85  0.15
H  -1.81  -3.69  6.71  0.17
H  0.58  -4.42  6.73  0.17
H  2.11  -3.67  4.85  0.16
H  1.20  -2.27  3.00  0.12
H  1.19  0.07  3.39  0.09
H  1.87  2.22  4.47  0.15
H  0.11  3.96  5.04  0.16
H  -2.29  3.44  4.46  0.15
H  -2.88  1.25  3.36  0.14

---

2.
Here is a structure of composition C19H54F7N20O47S5Sn at a distorted geometry from OMol25. Energies are from wB97M-V/def2-TZVPD.

Summary:
HOMO energy, Eh: -0.3167
HOMO-LUMO gap, eV: 9.545
Total charge: -1
Multiplicity: 1

Last column: Löwdin charge in e.
CARTESIAN COORDINATES (ANGSTROEM)
Sn  0.69  3.11  0.53  1.56
N  1.14  5.36  -0.46  -0.37
S  1.13  5.86  -1.99  0.50
O  0.79  4.68  -2.62  -0.25
O  2.18  6.80  -2.35  -0.26
F  -0.16  6.76  -1.98  -0.14
S  2.16  5.93  0.63  0.48
O  3.40  6.37  0.26  -0.20
O  2.12  4.86  1.59  -0.38
F  1.36  7.13  1.32  -0.13
N  -0.42  -0.23  -0.37  -0.29
S  0.82  -1.18  -0.74  0.49
O  1.85  -0.37  -1.38  -0.32
O  0.52  -2.52  -1.16  -0.29
F  1.52  -1.32  0.67  -0.18
S  -1.90  -0.99  -0.26  0.51
O  -2.08  -2.15  0.63  -0.30
O  -2.51  -0.81  -1.52  -0.28
F  -2.41  0.18  0.60  -0.16
C  -2.99  3.79  3.39  -0.60
F  -3.27  2.48  2.95  0.07
F  -3.80  4.67  2.82  0.14
F  -3.26  3.87  4.68  0.15
S  -1.18  4.13  3.08  0.55
O  -0.93  4.04  1.54  -0.51
O  -1.18  5.47  3.45  -0.23
O  -0.48  3.09  3.77  -0.29
C  -4.14  3.36  -0.31  0.07
N  -5.30  2.42  0.00  -0.38
O  -5.56  2.19  1.18  0.05
O  -5.84  1.81  -0.91  0.04
H  -3.24  3.01  0.11  0.05
H  -4.24  4.33  0.11  0.09
H  -4.07  3.41  -1.38  0.07
C  -0.13  1.44  -2.81  0.03
N  -1.38  2.18  -2.35  -0.37
O  -1.26  2.72  -1.26  -0.09
O  -2.38  2.07  -3.03  0.09
H  -0.41  0.38  -2.99  0.09
H  0.55  1.45  -1.94  0.03
H  0.15  1.99  -3.71  0.11
C  5.64  -1.86  0.30  0.05
N  4.98  -2.90  1.12  -0.39
O  4.18  -2.54  1.95  0.07
O  5.16  -4.09  0.78  0.01
H  6.33  -2.27  -0.42  0.09
H  6.23  -1.25  0.94  0.08
H  4.86  -1.29  -0.13  0.07
C  2.71  3.12  4.27  0.08
N  2.75  2.01  3.23  -0.40
O  3.14  0.92  3.55  0.09
O  2.39  2.31  2.14  -0.12
H  3.01  2.65  5.21  0.10
H  1.65  3.48  4.33  0.09
H  3.28  4.01  3.93  0.09
C  3.97  4.04  -3.27  0.07
N  3.21  2.82  -2.71  -0.41
O  2.83  2.92  -1.58  -0.02
O  2.95  1.92  -3.45  0.07
H  3.95  4.95  -2.62  0.09
H  3.38  4.34  -4.17  0.11
H  4.99  3.70  -3.46  0.09
C  -4.09  -4.59  -1.61  0.08
N  -3.85  -6.05  -1.14  -0.42
O  -2.74  -6.54  -1.28  0.03
O  -4.82  -6.68  -0.72  0.04
H  -3.09  -4.16  -1.60  0.07
H  -4.69  -4.10  -0.79  0.09
H  -4.47  -4.64  -2.60  0.08
C  0.71  -1.46  3.87  0.08
N  -0.58  -0.61  3.63  -0.41
O  -0.50  0.57  3.45  0.04
O  -1.63  -1.23  3.67  0.04
H  1.38  -1.30  3.01  0.08
H  0.29  -2.45  4.05  0.08
H  1.15  -1.00  4.73  0.08
C  -6.08  -0.80  -2.61  0.07
N  -7.28  -1.46  -1.93  -0.42
O  -7.12  -2.57  -1.49  0.05
O  -8.32  -0.85  -1.78  0.04
H  -6.42  -0.07  -3.27  0.07
H  -5.41  -1.55  -2.97  0.08
H  -5.66  -0.21  -1.77  0.08
C  -1.57  -2.31  -4.38  0.06
N  -0.78  -1.90  -5.58  -0.45
O  -0.01  -2.70  -6.02  0.08
O  -1.06  -0.86  -6.13  0.05
H  -2.51  -2.69  -4.75  0.09
H  -1.75  -1.42  -3.82  0.06
H  -1.00  -3.01  -3.78  0.09
C  -9.92  1.10  0.81  0.06
N  -10.58  1.83  1.96  -0.45
O  -11.76  2.00  1.91  0.06
O  -9.89  2.15  2.91  0.06
H  -9.40  1.78  0.15  0.10
H  -10.66  0.65  0.19  0.08
H  -9.25  0.35  1.20  0.09
C  5.32  -5.55  3.46  0.04
N  6.61  -4.84  3.65  -0.44
O  7.59  -5.48  3.96  0.07
O  6.56  -3.64  3.51  0.04
H  5.27  -5.69  2.39  0.07
H  4.45  -5.04  3.87  0.10
H  5.47  -6.59  3.85  0.11
C  -0.18  -5.29  1.39  0.08
N  1.16  -5.41  2.12  -0.39
O  1.10  -4.98  3.28  0.04
O  2.10  -5.96  1.56  0.04
H  -0.49  -6.24  1.03  0.08
H  0.04  -4.59  0.62  0.07
H  -0.95  -4.80  2.06  0.12
C  4.64  -0.47  -2.88  0.01
N  5.90  0.25  -2.78  -0.42
O  6.21  1.21  -3.43  0.06
O  6.69  -0.31  -2.02  0.04
H  3.74  -0.09  -2.30  0.08
H  4.74  -1.53  -2.58  0.06
H  4.28  -0.31  -3.92  0.11
C  -4.41  0.67  -6.22  0.06
N  -4.81  -0.77  -6.48  -0.43
O  -4.95  -1.17  -7.60  0.09
O  -4.71  -1.46  -5.48  0.03
H  -4.23  1.19  -7.17  0.10
H  -3.47  0.70  -5.63  0.10
H  -5.17  1.17  -5.70  0.07
C  2.89  -4.91  -1.40  0.07
N  3.63  -3.62  -1.72  -0.39
O  4.43  -3.66  -2.63  0.07
O  3.32  -2.66  -1.03  -0.01
H  1.93  -4.73  -1.94  0.11
H  2.75  -4.90  -0.34  0.05
H  3.45  -5.77  -1.85  0.12
C  6.26  -0.38  4.32  0.06
N  6.45  0.98  3.62  -0.45
O  5.99  1.92  4.20  0.06
O  7.01  1.00  2.56  0.06
H  5.52  -0.97  3.78  0.07
H  5.96  -0.19  5.36  0.10
H  7.23  -0.92  4.14  0.10
C  -5.84  -1.57  2.73  0.06
N  -5.35  -2.48  1.69  -0.41
O  -4.91  -2.08  0.62  0.03
O  -5.55  -3.67  1.93  0.05
H  -6.89  -1.76  2.82  0.09
H  -5.71  -0.56  2.37  0.09
H  -5.35  -1.81  3.69  0.12
C  5.57  4.66  1.17  0.03
N  5.93  5.70  2.16  -0.45
O  6.72  6.54  1.78  0.07
O  5.48  5.57  3.27  0.07
H  6.10  3.73  1.46  0.11
H  5.86  5.10  0.21  0.10
H  4.52  4.44  1.19  0.05

---

Q: total charge of number 1 (C15H11AlCl2GaNO3S)?
A: +4

---

Repeat the first record exactly.
Here is a structure of composition C15H11AlCl2GaNO3S at a distorted geometry from OMol25. Energies are from wB97M-V/def2-TZVPD.

Summary:
HOMO energy (spin up / spin down), Eh: -0.8015 / -0.8022
HOMO-LUMO gap (spin up / spin down), eV: 5.024 / 6.192
Total charge: +4
Multiplicity: 1

Last column: Löwdin charge in e.
CARTESIAN COORDINATES (ANGSTROEM)
Al  -0.96  -0.51  -2.62  -0.35
Ga  0.87  -0.15  0.63  0.78
Cl  -2.46  -2.07  -2.57  0.41
Cl  -1.34  1.34  -1.65  0.44
C  1.22  1.68  0.62  -0.01
C  0.28  -1.95  -3.77  0.01
C  -0.06  0.57  -4.27  0.05
O  1.58  2.73  1.03  0.29
O  0.38  -2.71  -4.63  0.26
O  0.22  1.23  -5.18  0.29
N  -0.23  -1.39  1.52  -0.36
S  -1.41  -1.01  2.67  1.23
C  -0.74  -2.17  3.88  -0.31
C  -1.61  -2.57  4.91  0.01
C  -1.14  -3.39  5.92  0.10
C  0.21  -3.80  5.92  0.14
C  1.05  -3.39  4.87  0.05
C  0.57  -2.59  3.84  -0.02
C  -0.88  0.53  3.40  -0.42
C  0.46  0.80  3.69  -0.12
C  0.80  2.04  4.27  -0.02
C  -0.16  2.99  4.58  0.03
C  -1.50  2.71  4.26  0.02
C  -1.86  1.51  3.68  -0.04
H  -0.24  -2.36  1.24  0.06
H  -2.65  -2.21  4.85  0.15
H  -1.81  -3.69  6.71  0.17
H  0.58  -4.42  6.73  0.17
H  2.11  -3.67  4.85  0.16
H  1.20  -2.27  3.00  0.12
H  1.19  0.07  3.39  0.09
H  1.87  2.22  4.47  0.15
H  0.11  3.96  5.04  0.16
H  -2.29  3.44  4.46  0.15
H  -2.88  1.25  3.36  0.14

---

Q: Which of these has the lowest total charge?
A: C19H54F7N20O47S5Sn